The following is a quantum chemistry calculation of a structure of composition C37H40Cl10N4OPSeV in a non-equilibrium geometry, from the Open Molecules 2025 dataset.

Positions of all 95 atoms, in Å:
V1 0.23 -0.28 0.94
Cl1 -0.97 6.04 -4.33
C1 -1.42 4.76 -3.28
C2 -0.50 3.77 -2.92
Cl2 1.10 3.83 -3.54
C3 -0.87 2.74 -2.07
Cl3 0.25 1.50 -1.66
C4 -2.18 2.65 -1.58
O1 -2.48 1.61 -0.81
C5 -3.09 3.65 -1.93
Cl4 -4.70 3.54 -1.31
C6 -2.72 4.69 -2.77
Cl5 -3.87 5.90 -3.19
C7 -0.52 -4.15 1.69
C8 0.95 -3.82 1.94
C9 1.72 -5.11 2.17
P1 1.44 -2.57 0.65
C10 3.28 -2.28 0.71
C11 3.66 -1.57 -0.59
C12 4.26 -3.42 0.97
C13 1.13 -3.40 -0.93
C14 1.71 -4.64 -1.20
C15 1.55 -5.32 -2.39
C16 2.20 -6.65 -2.63
C17 0.74 -4.71 -3.35
C18 0.16 -3.49 -3.13
C19 0.33 -2.76 -1.92
N1 -0.24 -1.55 -1.71
C20 -0.63 -0.87 -2.88
C21 0.33 -0.34 -3.76
C22 1.78 -0.60 -3.52
C23 -0.05 0.47 -4.82
C24 -1.38 0.76 -5.08
C25 -1.77 1.69 -6.19
C26 -2.33 0.17 -4.27
C27 -1.99 -0.65 -3.20
C28 -3.09 -1.31 -2.42
H1 -0.93 -4.68 2.56
H2 -0.62 -4.79 0.82
H3 -1.12 -3.26 1.53
H4 1.01 -3.23 2.86
H5 1.69 -5.78 1.31
H6 1.24 -5.65 2.99
H7 2.76 -4.96 2.45
H8 3.39 -1.56 1.53
H9 3.73 -2.30 -1.40
H10 4.62 -1.07 -0.46
H11 2.94 -0.81 -0.88
H12 4.13 -4.26 0.29
H13 4.23 -3.78 1.99
H14 5.27 -3.03 0.80
H15 2.34 -5.09 -0.44
H16 2.87 -6.91 -1.81
H17 2.79 -6.65 -3.54
H18 1.47 -7.46 -2.72
H19 0.57 -5.21 -4.30
H20 -0.46 -3.06 -3.91
H21 2.00 -0.63 -2.46
H22 2.40 0.17 -3.98
H23 2.09 -1.57 -3.92
H24 0.72 0.90 -5.44
H25 -0.95 1.83 -6.89
H26 -2.04 2.68 -5.81
H27 -2.63 1.31 -6.75
H28 -3.39 0.33 -4.48
H29 -4.01 -1.32 -3.00
H30 -3.29 -0.77 -1.50
H31 -2.82 -2.33 -2.16
Cl6 -0.23 2.73 1.54
C29 -0.35 1.83 3.05
C30 -0.32 0.44 2.96
C31 -0.58 -0.17 4.17
Cl7 -0.77 -1.91 4.18
C32 -0.75 0.49 5.38
Cl8 -1.05 -0.38 6.85
C33 -0.70 1.88 5.41
Cl9 -0.90 2.74 6.89
C34 -0.52 2.57 4.21
Cl10 -0.52 4.29 4.20
N2 -4.40 0.72 0.89
C35 -4.31 -0.73 1.15
C36 -2.91 -1.10 1.62
N3 -1.88 -0.98 0.61
H32 -5.35 0.99 0.67
H33 -3.41 1.60 -0.39
H34 -4.14 1.23 1.73
H35 -4.57 -1.25 0.22
H36 -5.03 -1.06 1.92
H37 -2.91 -2.12 2.02
H38 -2.63 -0.45 2.46
H39 -2.05 -0.15 0.04
H40 -1.84 -1.73 -0.08
Se1 4.67 1.93 1.30
C37 3.05 1.16 1.17
N4 2.02 0.63 1.09

## Properties
2S+1 = 4
ΔE to the lowest compared entry with this formula, charge and spin = 10.5 kcal per mole
HOMO energy (alpha / beta) = -4.25 / -4.25 eV
HOMO-LUMO gap (alpha / beta) = 6.032 / 6.032 eV
Net charge = -1

The following is a quantum chemistry calculation of a cluster of 2 separate species, C10H15N in total in a non-equilibrium geometry, from the Open Molecules 2025 dataset.

Positions of all 26 atoms, in Å:
C1 -1.42 0.57 0.80
C2 -1.49 -0.80 0.47
C3 -2.55 -1.34 -0.25
N1 -3.65 -0.59 -0.53
C4 -3.57 0.71 -0.44
C5 -2.48 1.31 0.32
H1 -0.65 1.01 1.55
H2 -0.54 -1.57 0.52
H3 -2.52 -2.38 -0.43
H4 -4.52 1.10 -0.79
H5 -2.57 2.42 0.41
C6 2.78 1.28 -0.42
C7 3.85 0.18 -0.41
C8 3.26 -1.04 0.28
C9 1.75 -0.93 0.00
C10 1.51 0.59 0.16
H6 3.05 2.24 0.10
H7 2.68 1.61 -1.42
H8 4.75 0.47 0.17
H9 4.16 0.03 -1.44
H10 3.43 -1.04 1.36
H11 3.71 -1.93 -0.17
H12 1.13 -1.43 0.79
H13 1.46 -1.28 -0.96
H14 1.49 0.83 1.22
H15 0.61 0.91 -0.33

## Properties
ΔE to the lowest compared entry with this formula, charge and spin = 33.0 kcal per mole
HOMO energy = -9.40 eV
HOMO-LUMO gap = 10.210 eV
Net charge = 0
SMILES = c1ccncc1.C1CCCC1

The following is a quantum chemistry calculation of a cluster of 2 separate species, C10H16 in total in a non-equilibrium geometry, from the Open Molecules 2025 dataset.

Positions of all 26 atoms, in Å:
C1 -1.15 2.77 1.11
C2 -0.68 1.42 1.72
C3 -0.95 0.29 0.88
C4 -0.71 0.44 -0.49
C5 -0.99 -0.58 -1.39
C6 -1.47 -1.83 -1.00
C7 -1.69 -2.02 0.34
C8 -1.54 -0.99 1.32
H1 -0.69 3.36 0.39
H2 -1.37 3.26 2.11
H3 -2.12 2.34 0.75
H4 0.51 1.46 1.93
H5 -1.23 1.46 2.69
H6 -0.43 1.41 -1.03
H7 -0.69 -0.35 -2.46
H8 -1.58 -2.52 -1.80
H9 -1.99 -2.99 0.63
H10 -1.85 -1.18 2.33
C9 2.97 -0.56 -0.39
C10 2.13 -0.94 -1.54
H11 3.59 -1.36 -0.20
H12 3.52 0.32 -0.66
H13 2.42 -0.13 0.44
H14 2.09 -0.10 -2.30
H15 1.23 -1.35 -1.31
H16 2.71 -1.64 -2.07

## Properties
ΔE to the lowest compared entry with this formula, charge and spin = 55.4 kcal per mole
HOMO energy = -8.85 eV
HOMO-LUMO gap = 9.830 eV
Net charge = 0
SMILES = CCc1ccccc1.CC

The following is a quantum chemistry calculation of a cluster of 19 separate species, C47H132O19 in total in a non-equilibrium geometry, from the Open Molecules 2025 dataset.

Positions of all 198 atoms, in Å:
C1 -0.58 -4.26 0.87
C2 -0.93 -3.61 2.18
C3 -1.08 -4.61 3.30
O1 0.06 -2.71 2.57
H1 -0.50 -3.58 0.03
H2 -1.30 -5.04 0.63
H3 0.39 -4.74 0.99
H4 -1.92 -3.15 2.14
H5 -0.13 -5.09 3.53
H6 -1.83 -5.39 3.19
H7 -1.45 -4.03 4.15
H8 0.12 -2.07 1.86
C4 1.14 0.18 4.50
C5 -0.16 1.03 4.50
C6 -0.73 1.22 5.93
O2 0.07 2.29 3.94
H9 0.81 -0.77 4.94
H10 1.96 0.63 5.06
H11 1.50 -0.02 3.49
H12 -0.94 0.58 3.89
H13 -0.93 0.22 6.31
H14 -1.72 1.66 5.82
H15 -0.07 1.83 6.55
H16 -0.79 2.71 3.83
C7 -4.36 -3.49 4.99
C8 -3.81 -2.19 5.53
C9 -4.03 -0.99 4.57
O3 -4.40 -1.93 6.74
H17 -3.95 -4.36 5.49
H18 -4.15 -3.62 3.93
H19 -5.45 -3.53 4.98
H20 -2.73 -2.18 5.71
H21 -3.85 -1.17 3.51
H22 -3.60 -0.04 4.90
H23 -5.11 -0.87 4.53
H24 -4.62 -2.78 7.13
C10 4.13 -0.68 0.16
C11 4.08 -2.16 -0.09
C12 3.11 -2.62 -1.19
O4 5.37 -2.62 -0.38
H25 4.83 -0.50 0.98
H26 3.15 -0.24 0.33
H27 4.58 -0.19 -0.70
H28 3.82 -2.55 0.89
H29 3.66 -2.74 -2.12
H30 2.35 -1.87 -1.39
H31 2.62 -3.56 -0.92
H32 5.60 -2.12 -1.17
C13 -1.96 4.76 -3.61
C14 -2.41 3.55 -2.78
C15 -2.87 2.36 -3.57
O5 -1.30 3.16 -1.93
H33 -2.84 4.98 -4.22
H34 -1.15 4.60 -4.32
H35 -1.86 5.64 -2.98
H36 -3.33 3.80 -2.24
H37 -3.80 2.56 -4.11
H38 -3.02 1.43 -3.02
H39 -2.06 2.17 -4.28
H40 -1.09 3.86 -1.30
C16 1.64 -0.93 -7.25
C17 2.97 -1.31 -6.58
C18 2.80 -1.64 -5.10
O6 3.54 -2.41 -7.26
H41 1.14 -0.18 -6.63
H42 1.06 -1.85 -7.36
H43 1.91 -0.49 -8.21
H44 3.58 -0.42 -6.72
H45 3.75 -1.67 -4.56
H46 2.27 -2.56 -4.87
H47 2.29 -0.81 -4.62
H48 2.97 -3.17 -7.15
C19 5.40 3.14 -2.38
C20 5.55 4.57 -1.98
C21 6.98 5.03 -2.05
O7 4.83 5.31 -2.95
H49 5.84 2.92 -3.35
H50 4.40 2.71 -2.45
H51 5.97 2.56 -1.65
H52 5.17 4.74 -0.98
H53 7.07 6.09 -1.80
H54 7.43 4.93 -3.04
H55 7.55 4.50 -1.29
H56 5.48 5.57 -3.61
C22 -2.49 3.63 1.43
C23 -3.42 3.35 2.64
C24 -4.21 2.06 2.60
O8 -2.58 3.15 3.74
H57 -1.78 2.82 1.29
H58 -1.95 4.57 1.55
H59 -3.18 3.65 0.59
H60 -4.10 4.16 2.91
H61 -3.59 1.22 2.30
H62 -4.90 2.24 1.77
H63 -4.77 1.83 3.51
H64 -3.16 3.05 4.50
C25 1.43 4.56 0.36
C26 0.78 5.64 -0.49
C27 1.37 5.89 -1.89
O9 -0.57 5.35 -0.51
H65 0.86 4.36 1.26
H66 2.36 4.94 0.79
H67 1.59 3.63 -0.18
H68 0.92 6.59 0.02
H69 0.63 6.39 -2.51
H70 1.67 4.93 -2.30
H71 2.23 6.54 -1.74
H72 -1.09 6.13 -0.72
C28 -1.78 -8.05 -3.15
C29 -0.78 -6.90 -2.98
C30 -0.17 -6.78 -1.55
O10 0.25 -7.09 -3.96
H73 -2.74 -7.90 -2.65
H74 -1.45 -9.01 -2.76
H75 -2.13 -8.12 -4.18
H76 -1.34 -5.98 -3.15
H77 0.53 -7.61 -1.43
H78 -0.93 -6.82 -0.78
H79 0.47 -5.92 -1.37
H80 -0.17 -7.34 -4.79
C31 3.21 -4.47 3.06
C32 3.26 -3.27 4.07
C33 3.72 -1.94 3.45
O11 2.02 -3.12 4.63
H81 4.17 -4.42 2.56
H82 2.48 -4.34 2.26
H83 3.14 -5.41 3.60
H84 3.95 -3.52 4.88
H85 3.70 -1.17 4.22
H86 2.96 -1.67 2.71
H87 4.73 -2.02 3.05
H88 1.35 -3.03 3.95
C34 3.96 2.28 1.80
C35 5.22 2.78 2.48
C36 5.39 4.24 2.34
O12 5.15 2.40 3.80
H89 4.03 2.49 0.73
H90 3.05 2.70 2.22
H91 3.91 1.20 1.94
H92 6.10 2.25 2.12
H93 6.39 4.50 2.70
H94 4.54 4.80 2.70
H95 5.41 4.53 1.29
H96 4.29 2.64 4.17
C37 -1.34 -1.17 -4.71
C38 -1.49 -1.71 -3.29
C39 -0.95 -3.11 -3.17
O13 -0.81 -0.98 -2.33
H97 -1.84 -1.80 -5.45
H98 -0.33 -0.91 -5.00
H99 -1.89 -0.24 -4.76
H100 -2.56 -1.78 -3.10
H101 -1.09 -3.56 -2.18
H102 0.14 -3.17 -3.25
H103 -1.36 -3.83 -3.87
H104 -0.66 -0.12 -2.73
C40 -7.71 0.96 -1.74
C41 -6.35 0.63 -1.14
C42 -5.47 1.83 -1.21
O14 -6.46 0.28 0.20
H105 -8.20 1.78 -1.23
H106 -8.39 0.11 -1.68
H107 -7.66 1.28 -2.78
H108 -5.86 -0.20 -1.65
H109 -5.88 2.69 -0.67
H110 -5.37 2.22 -2.22
H111 -4.48 1.75 -0.77
H112 -6.81 1.04 0.66
C43 -3.70 -4.32 -1.45
O15 -4.06 -5.14 -2.52
H113 -2.93 -4.77 -0.83
H114 -3.34 -3.36 -1.82
H115 -4.59 -4.05 -0.88
H116 -4.94 -4.91 -2.83
C44 1.22 2.13 -3.96
O16 0.37 1.30 -3.19
H117 0.69 2.95 -4.45
H118 2.03 2.49 -3.33
H119 1.78 1.55 -4.70
H120 -0.05 1.87 -2.54
C45 2.43 4.56 4.80
O17 2.67 3.14 4.81
H121 2.03 4.83 3.82
H122 1.68 4.83 5.55
H123 3.31 5.17 4.99
H124 1.83 2.75 4.55
C46 -3.56 -1.24 0.45
O18 -4.80 -1.83 0.76
H125 -2.83 -2.02 0.22
H126 -3.64 -0.69 -0.48
H127 -3.35 -0.59 1.30
H128 -5.51 -1.20 0.60
C47 0.02 0.52 0.51
O19 0.25 -0.89 0.36
H129 -0.95 0.72 0.05
H130 0.06 0.81 1.56
H131 0.73 1.12 -0.07
H132 -0.04 -1.14 -0.52

## Properties
ΔE to the lowest compared entry with this formula, charge and spin = 0.0 kcal per mole
HOMO energy = -8.97 eV
HOMO-LUMO gap = 8.971 eV
Net charge = 0

The following is a quantum chemistry calculation of an isolated molecule of C4H9NO2, from the Open Molecules 2025 dataset.

Positions of all 16 atoms, in Å:
C1 0.43 -2.52 -0.69
O1 0.71 -1.17 -0.43
C2 -0.38 -0.34 -0.77
C3 -0.05 1.09 -0.40
N1 0.26 1.23 1.01
C4 -0.22 2.27 1.74
O2 -1.03 3.08 1.34
H1 -0.44 -2.87 -0.11
H2 0.22 -2.69 -1.76
H3 1.31 -3.11 -0.40
H4 -1.29 -0.67 -0.23
H5 -0.59 -0.40 -1.85
H6 -0.91 1.73 -0.60
H7 0.79 1.45 -1.01
H8 0.97 0.63 1.40
H9 0.20 2.30 2.76

## Properties
ΔE to the lowest compared entry with this formula, charge and spin = 30.0 kcal per mole
HOMO energy = -9.77 eV
HOMO-LUMO gap = 10.660 eV
Net charge = 0
SMILES = COCCNC=O

The following is a quantum chemistry calculation of a structure of composition C14H28O4P2PtS in a non-equilibrium geometry, from the Open Molecules 2025 dataset.

Positions of all 50 atoms, in Å:
Pt1 -2.79 0.11 -0.60
H1 -0.03 2.14 -3.11
H2 0.29 1.57 -3.54
P1 -2.38 2.52 -0.27
P2 -1.53 -1.28 -2.19
C1 -1.76 -2.89 -1.37
H3 -1.63 -3.72 -2.07
H4 -1.04 -2.95 -0.55
H5 -2.79 -2.89 -0.98
C2 -2.59 -1.54 -3.66
H6 -2.40 -0.74 -4.39
H7 -2.40 -2.52 -4.13
H8 -3.62 -1.48 -3.30
C3 0.17 -1.25 -2.95
H9 0.96 -1.21 -2.19
H10 0.34 -2.13 -3.59
H11 0.28 -0.36 -3.58
C4 -3.91 3.30 -0.96
H12 -4.16 4.25 -0.45
H13 -3.76 3.47 -2.04
H14 -4.69 2.55 -0.79
C5 -2.81 2.56 1.52
H15 -1.93 2.19 2.07
H16 -3.07 3.58 1.83
H17 -3.67 1.87 1.62
C6 -1.06 3.84 -0.49
H18 -0.83 3.98 -1.56
H19 -1.47 4.78 -0.07
H20 -0.14 3.57 0.04
C7 -1.85 -0.37 1.00
O1 -1.71 -0.63 2.13
H21 -4.31 0.12 -1.33
C8 5.74 -2.30 3.66
C9 4.55 -1.79 2.92
C10 4.01 -0.58 3.36
C11 2.97 0.02 2.67
C12 2.42 -0.65 1.57
C13 2.97 -1.85 1.08
C14 4.03 -2.43 1.79
S1 1.06 0.18 0.74
O2 0.58 1.10 1.78
O3 1.57 0.79 -0.47
O4 0.09 -0.93 0.49
H22 6.56 -1.57 3.67
H23 5.47 -2.45 4.72
H24 6.12 -3.23 3.24
H25 4.46 -0.08 4.22
H26 2.62 1.01 2.96
H27 2.61 -2.30 0.15
H28 4.51 -3.36 1.45

## Properties
2S+1 = 5
HOMO energy (alpha / beta) = -14.65 / -16.01 eV
HOMO-LUMO gap (alpha / beta) = 8.847 / 5.972 eV
Net charge = +2

no.,M (g mol⁻¹)
1,1072.2
2,149.2
3,136.2
4,1001.6
5,103.1
6,549.5